Record 1
C3H3O3P | ωB97M-V/def2-TZVPD

```
10
Properties=species:S:1:pos:R:3:forces:R:3
C -0.7464 -0.0843 -1.1088 -0.20 -0.44 -1.58
C -0.2189 1.1104 0.4644 1.89 -1.70 -0.83
C -0.0614 -0.4063 0.1671 -2.01 -4.12 2.53
O -1.2822 -0.7031 -1.9885 0.87 1.68 1.33
O 2.4738 -1.0122 0.8063 2.23 0.83 2.07
O -0.4588 1.3040 -0.9121 -1.67 -1.04 -2.13
P 1.4986 -1.5201 -0.1638 -2.24 0.33 -1.83
H -1.0630 1.3848 1.0067 -1.28 0.22 1.36
H 0.6669 1.6203 0.6965 1.13 0.68 0.91
H -0.8085 -1.6936 1.0322 1.28 3.54 -1.83
```
Positions in Å, forces in eV/Å.

Properties
**Electronic energy**: -18584.57865 eV
**Relative energy (zero: lowest compared OMol25 entry of this formula, charge and spin)**: 4.065 eV
**LUMO level (alpha / beta)**: -0.611 / -3.471 eV
**Frontier orbital gap (alpha / beta)**: 6.9 / 7.8 eV
**HOMO (alpha / beta)**: -7.510 / -11.256 eV
**Multiplicity**: 3


Record 2
C57H66BBrI2N19O3RbS2 | ωB97M-V/def2-TZVPD

```
152
Properties=species:S:1:pos:R:3:forces:R:3
Rb -0.3600 0.9685 0.1435 -0.93 0.43 -0.90
C 7.7699 0.6461 0.5889 -0.02 -0.16 -0.39
S 6.7903 0.0476 -0.8138 -0.11 -0.02 0.21
C 5.1491 -0.2135 -0.0677 0.28 0.06 0.30
S 4.7832 0.4367 1.4342 -0.50 0.28 0.66
N 4.4475 -1.0053 -0.7844 1.10 -1.09 -1.13
N 3.1992 -1.1144 -1.0336 -1.12 0.85 0.27
C 2.5632 -2.2341 -1.1051 0.92 -0.50 0.50
C 1.1862 -2.2206 -1.5336 -0.52 0.92 -0.43
C 0.3692 -3.3568 -1.0954 -0.48 -0.46 0.12
C -0.9492 -3.4984 -1.2457 0.24 0.16 0.31
C -1.3625 -2.0620 -3.2944 -0.01 -0.07 0.14
C -0.5687 -0.9797 -2.5247 -0.14 0.01 -0.63
N 0.7878 -1.2032 -2.2217 0.52 -0.23 0.11
H 8.5732 -0.0621 0.7796 0.08 0.02 0.08
H 7.0947 0.7137 1.4459 0.08 0.02 -0.05
H 8.1776 1.6266 0.3566 0.04 0.07 0.04
H 3.0002 -3.1845 -0.7840 0.12 0.11 -0.05
H 0.9140 -4.1488 -0.5942 -0.01 -0.02 0.05
H -1.4302 -4.3800 -0.8413 0.05 -0.10 0.00
H -2.1800 -1.5335 -3.8120 -0.05 -0.01 0.07
H -0.6489 0.0269 -2.9522 -0.10 -0.16 0.20
C -5.6604 -0.4468 -1.3943 -0.17 0.00 0.09
C -4.5569 0.2343 -1.9048 -0.05 0.03 0.18
N -4.0568 1.0641 -1.0001 0.72 0.14 -0.48
N -4.7981 0.9389 0.0944 -0.51 -0.17 0.01
C -5.7717 0.0378 -0.1081 -0.22 -0.25 -0.13
B -4.6017 1.6691 1.4246 0.54 -0.08 -0.01
N -3.9121 0.7239 2.4270 -0.37 -0.01 0.40
C -4.1920 0.6340 3.7384 -0.07 -0.06 0.26
C -3.3385 -0.2874 4.3026 -0.14 0.14 0.09
C -2.5562 -0.7117 3.2264 0.01 -0.14 0.15
N -2.9084 -0.0934 2.1128 0.54 -0.26 -0.82
N -3.7498 2.9369 1.2969 -0.46 0.38 0.04
C -3.9704 4.0617 2.0000 0.08 0.36 0.02
C -2.9044 4.9137 1.8041 -0.09 0.10 0.08
C -2.0637 4.1976 0.9476 -0.12 -0.06 0.12
N -2.5851 3.0183 0.6582 0.76 -0.45 -0.53
H -6.2757 -1.1778 -1.8850 -0.07 -0.11 -0.01
H -4.1134 0.1652 -2.8814 0.14 -0.02 -0.16
H -6.4703 -0.2089 0.6665 -0.13 0.00 0.21
H -5.6755 1.9728 1.8643 -0.16 0.09 0.18
H -4.9736 1.2204 4.1807 -0.17 0.14 0.03
H -3.2897 -0.6023 5.3260 0.01 -0.05 0.17
H -1.7902 -1.4656 3.2309 0.23 -0.05 -0.11
H -4.8540 4.1877 2.5944 -0.18 -0.05 0.07
H -2.7504 5.8908 2.2220 -0.02 0.15 0.08
H -1.1093 4.4831 0.5445 0.15 -0.04 -0.06
C -4.1163 3.3569 -3.1160 -0.49 0.09 0.24
N -2.7875 3.1120 -3.5840 0.52 -0.38 0.07
C -1.7973 2.5369 -2.8909 0.01 0.01 -0.28
N -0.7001 2.5143 -3.6135 0.55 -0.27 0.24
C -1.0732 3.1042 -4.7647 -0.27 0.00 0.22
N -2.3311 3.4838 -4.7880 -0.36 0.42 -0.59
C -4.2832 4.7193 -2.5024 -0.12 0.11 -0.09
C -5.5452 5.3001 -2.4774 0.16 -0.03 0.01
C -5.7457 6.5226 -1.8581 -0.06 0.00 0.02
C -4.6914 7.1758 -1.2534 0.26 0.02 0.04
C -3.4223 6.5953 -1.2665 -0.31 -0.51 -0.35
C -3.2217 5.3687 -1.8942 -0.10 0.24 0.04
C -2.3452 7.2482 -0.5621 0.00 0.94 0.53
N -2.4319 8.3608 0.1137 -1.19 -0.67 -0.87
N -1.2430 8.5702 0.6895 1.52 -0.19 0.44
C -0.4654 7.5797 0.3455 -0.69 0.80 0.19
O -1.1059 6.7154 -0.4714 0.02 -0.03 -0.01
C 0.8879 7.3713 0.8040 0.68 -0.29 0.10
C 1.4064 8.2554 1.7503 -0.17 -0.08 -0.13
C 2.6756 8.0488 2.2493 0.07 0.01 0.05
C 3.4307 6.9729 1.8136 -0.09 -0.10 -0.18
C 2.9317 6.0952 0.8556 0.13 0.05 0.08
C 3.8218 4.9587 0.3950 0.20 0.28 0.07
N 3.1543 4.0025 -0.4330 -0.23 -0.57 -0.11
C 2.7719 2.7496 -0.1383 0.16 0.21 0.30
N 2.1047 2.2365 -1.1394 -0.40 -0.60 0.07
C 2.0998 3.2211 -2.0566 0.19 0.19 0.13
N 2.7231 4.3096 -1.6707 0.17 0.77 -0.62
C 1.6570 6.2992 0.3517 -0.24 0.17 0.06
H -4.3052 2.6077 -2.3320 -0.03 0.22 -0.31
H -4.8169 3.2188 -3.9431 0.10 -0.04 0.08
H -1.9484 2.1503 -1.9064 -0.21 -0.11 0.44
H -0.4042 3.2482 -5.5891 0.07 0.07 -0.24
H -6.3748 4.7795 -2.9347 -0.09 -0.03 -0.07
H -6.7350 6.9578 -1.8374 -0.05 0.05 0.00
H -4.8217 8.1228 -0.7544 -0.05 0.08 0.05
H -2.2399 4.9201 -1.8837 0.06 -0.02 -0.02
H 0.7913 9.0769 2.0813 -0.02 0.09 0.07
H 3.0806 8.7234 2.9899 0.01 0.05 0.07
H 4.4187 6.8081 2.2196 0.12 -0.03 0.06
H 4.2190 4.4236 1.2646 -0.04 0.03 -0.16
H 4.6664 5.3798 -0.1675 -0.11 -0.14 0.12
H 3.0263 2.2579 0.7783 -0.03 -0.15 0.27
H 1.6193 3.1233 -3.0080 -0.09 0.04 -0.20
H 1.2468 5.6357 -0.3945 0.04 -0.09 -0.03
C 1.9331 -1.6180 7.4781 0.00 0.29 -0.04
C 1.8983 -0.0868 7.4014 0.04 0.04 0.10
C 0.7910 0.4132 8.3445 0.14 -0.09 -0.10
C 3.2568 0.4624 7.8669 -0.16 -0.12 -0.01
C 1.6324 0.4197 5.9891 -0.01 -0.08 -0.10
C 1.5535 -0.4244 4.8864 -0.02 -0.06 0.07
C 1.3141 0.1540 3.6682 0.04 0.54 0.24
Br 1.2413 -0.7585 1.9916 0.96 1.87 -0.37
C 1.1417 1.5308 3.3800 0.10 -0.32 0.35
O 0.9352 1.8593 2.1735 0.16 0.59 -0.17
C 1.2410 2.3759 4.5259 -0.02 -0.04 -0.14
C 1.4890 1.7881 5.7524 -0.02 -0.09 0.07
C 1.1469 3.8987 4.4525 0.02 0.21 0.00
C 0.6323 4.4138 3.1096 0.07 -0.06 0.02
C 2.5494 4.4875 4.6847 -0.19 -0.05 0.02
C 0.1660 4.4137 5.5189 0.15 -0.07 -0.08
H 2.0582 -1.9344 8.5133 0.03 0.00 0.10
H 2.7613 -2.0253 6.9027 0.07 -0.07 -0.10
H 1.0076 -2.0504 7.1047 -0.10 -0.08 -0.05
H 0.9487 0.0417 9.3572 0.05 -0.05 0.13
H -0.1790 0.0636 7.9971 -0.12 -0.02 -0.03
H 0.7640 1.4998 8.3856 -0.03 0.10 -0.01
H 3.4825 0.1285 8.8795 0.04 -0.04 0.16
H 3.2609 1.5507 7.8531 0.01 0.09 0.02
H 4.0460 0.1174 7.2012 0.08 -0.03 -0.05
H 1.6685 -1.4936 4.9906 0.01 -0.01 -0.07
H 1.5779 2.4541 6.5992 0.03 0.05 0.14
H 1.2904 4.1296 2.2953 -0.02 -0.04 -0.08
H 0.5634 5.5024 3.1302 0.00 0.18 0.13
H -0.3552 4.0103 2.9064 -0.07 -0.04 -0.11
H 3.2457 4.0882 3.9476 0.07 -0.04 -0.07
H 2.9261 4.2311 5.6740 0.06 -0.03 0.11
H 2.5300 5.5738 4.5855 -0.01 0.13 0.01
H -0.8109 3.9580 5.3632 -0.09 -0.01 0.01
H 0.0584 5.4950 5.4371 0.00 0.14 -0.01
H 0.4934 4.1824 6.5300 0.01 0.00 0.12
I 0.9297 -3.0488 2.7047 -0.39 -3.32 0.84
I 0.5290 -5.8596 3.5532 -0.02 -0.06 0.00
C -3.7879 -3.1621 -0.5693 0.04 0.04 -0.11
N -3.2464 -2.7568 -1.8493 0.33 -0.02 0.16
C -3.7628 -3.4637 -3.0066 0.03 0.04 -0.11
C -2.7992 -4.4669 -3.6753 -0.09 0.19 -0.14
C -1.8495 -3.8574 -4.7147 0.11 -0.19 0.10
N -0.7760 -3.0749 -4.1247 -0.10 0.23 0.07
C 0.0927 -2.4914 -5.1243 0.02 -0.01 0.06
C -1.8467 -2.4786 -1.8998 -0.38 0.02 -0.29
O -1.4779 -1.1602 -1.4123 -0.18 0.12 0.17
H -3.6508 -4.2307 -0.3491 0.02 -0.03 0.05
H -4.8543 -2.9346 -0.5644 0.00 -0.04 0.13
H -3.3202 -2.5694 0.2146 -0.01 0.04 0.11
H -4.0891 -2.7344 -3.7623 -0.06 -0.11 -0.07
H -4.6590 -3.9933 -2.6783 0.00 0.00 -0.01
H -3.3988 -5.2246 -4.1870 0.01 -0.01 -0.01
H -2.2104 -4.9704 -2.9095 0.00 -0.17 -0.01
H -2.4461 -3.2328 -5.4119 0.03 -0.06 -0.02
H -1.3862 -4.6625 -5.2945 -0.06 0.06 -0.04
H 0.5836 -3.2895 -5.6801 0.08 0.01 -0.08
H 0.8405 -1.8900 -4.6101 0.11 0.00 -0.12
H -0.4528 -1.8472 -5.8335 -0.04 0.02 -0.07
```
Positions in Å, forces in eV/Å.

Properties
**Electronic energy**: -203882.69945 eV
**LUMO level**: 3.325 eV
**Frontier orbital gap**: 6.2 eV
**HOMO**: -2.844 eV
**Total charge**: -2


Record 3
C26H26Cl4N4O4PPd | ωB97M-V/def2-TZVPD

```
66
Properties=species:S:1:pos:R:3:forces:R:3
Pd 0.3750 -1.2913 1.6323 0.04 -0.22 -0.33
Cl -3.2618 -6.2889 4.6958 0.04 0.04 -0.03
C -2.0644 -5.2694 4.1011 -0.05 0.00 -0.01
C -0.6551 -5.5107 4.5432 0.08 0.01 0.01
Cl -0.3768 -6.7763 5.5982 -0.01 0.03 -0.03
C 0.3889 -4.7382 4.1127 0.09 -0.10 0.07
Cl 2.0042 -5.0002 4.5948 -0.03 0.00 0.00
C 0.1187 -3.6623 3.2320 0.18 0.06 0.06
O 0.9891 -2.8921 2.7888 0.04 0.03 0.00
C -1.3106 -3.4009 2.7769 -0.21 -0.12 -0.08
O -1.4728 -2.4651 2.0072 -0.08 0.35 0.13
C -2.3717 -4.2647 3.2463 -0.06 0.04 -0.04
Cl -3.9411 -3.9396 2.6960 -0.01 -0.01 0.01
C 4.9629 0.9960 0.7126 0.00 0.01 0.00
N 4.9898 -0.2462 1.6343 0.01 0.02 0.02
C 5.4684 -1.4514 0.7948 0.01 -0.01 0.00
N 4.6439 -1.6138 -0.3495 0.00 -0.01 -0.02
C 4.6491 -0.4067 -1.1781 0.01 -0.01 -0.01
N 4.1552 0.7491 -0.4281 -0.01 0.03 -0.03
C 2.7194 0.6868 -0.1534 0.03 -0.02 0.02
P 2.3977 -0.7889 0.8869 -0.02 0.09 0.22
C 3.6363 -0.4993 2.2281 -0.02 0.00 -0.02
C 3.2960 -2.0929 -0.0532 -0.02 0.01 -0.02
H 5.9978 1.1778 0.4238 0.00 -0.01 0.01
H 4.5914 1.8287 1.3085 0.00 0.00 0.00
H 5.6605 -0.0823 2.3899 0.00 0.00 0.00
H 5.4466 -2.3255 1.4444 0.00 0.00 0.00
H 6.4951 -1.2281 0.5057 -0.01 0.00 0.00
H 4.0285 -0.5649 -2.0580 0.00 0.00 0.00
H 5.6693 -0.2072 -1.5059 0.00 0.00 0.00
H 2.1602 0.6080 -1.0867 0.00 0.00 0.00
H 2.3822 1.5855 0.3650 0.00 0.00 -0.01
H 3.6862 -1.3720 2.8817 0.02 0.01 0.00
H 3.3484 0.3671 2.8252 0.00 -0.01 0.01
H 2.7679 -2.3034 -0.9844 0.00 -0.01 0.01
H 3.3314 -3.0160 0.5289 0.01 0.00 -0.01
C -5.3255 1.0943 -1.3482 -0.01 0.00 0.00
O -4.1771 1.9296 -1.1724 0.01 -0.06 0.02
C -4.1408 3.0930 -1.8520 0.02 0.14 -0.02
C -5.0769 3.5013 -2.7965 0.02 -0.04 0.04
C -4.9467 4.7352 -3.4155 0.01 0.04 -0.01
C -3.8969 5.5906 -3.1083 0.01 0.00 0.01
C -2.9585 5.1970 -2.1724 -0.02 -0.03 -0.05
C -3.0674 3.9498 -1.5727 -0.08 -0.03 -0.04
N -2.1229 3.6076 -0.5492 0.07 -0.03 0.02
C -1.4266 2.5296 -0.3499 -0.01 0.09 0.04
C -1.2421 1.3854 -1.1856 0.05 -0.09 -0.01
C -1.5783 1.3572 -2.5520 -0.02 -0.02 0.00
C -1.3355 0.2477 -3.3267 -0.01 0.02 0.01
C -0.7784 -0.8817 -2.7319 0.01 -0.01 0.02
C -0.4269 -0.8862 -1.3926 0.01 -0.01 -0.01
C -0.6228 0.2462 -0.5972 -0.06 0.03 -0.07
O -0.2523 0.3081 0.6839 0.03 -0.20 0.09
H -5.1853 0.2549 -0.6748 0.00 0.00 0.00
H -5.3896 0.7345 -2.3758 0.00 0.00 0.00
H -6.2368 1.6295 -1.0810 0.00 0.00 0.00
H -5.9167 2.8685 -3.0417 0.00 0.00 0.00
H -5.6887 5.0359 -4.1426 0.00 0.00 0.00
H -3.8146 6.5552 -3.5874 0.00 0.00 0.00
H -2.1337 5.8488 -1.9111 0.01 0.00 0.00
H -2.0064 4.3326 0.1499 -0.03 -0.03 0.04
H -0.8839 2.5255 0.5887 -0.03 0.00 0.01
H -2.0219 2.2324 -3.0054 0.01 0.00 0.00
H -1.5931 0.2454 -4.3758 0.00 0.00 0.00
H -0.6231 -1.7762 -3.3217 0.00 0.00 0.00
H -0.0365 -1.7922 -0.9399 0.01 0.00 -0.01
```
Positions in Å, forces in eV/Å.

Properties
**Electronic energy**: -104366.13811 eV
**Relative energy (zero: lowest compared OMol25 entry of this formula, charge and spin)**: 0.000 eV
**LUMO level**: -10.546 eV
**Frontier orbital gap**: 4.4 eV
**HOMO**: -14.967 eV
**Total charge**: +3


Record 4
C26H34AuGeOP | ωB97M-V/def2-TZVPD

```
64
Properties=species:S:1:pos:R:3:forces:R:3
Au 1.7528 -6.7639 15.2744 -1.34 0.31 2.30
C 1.1555 -8.8985 21.0955 0.30 1.40 0.44
C 2.4955 -8.1508 21.0206 1.05 -2.01 -0.20
C 2.3834 -6.7224 20.5525 0.62 0.94 0.76
C 2.2944 -6.5272 19.0236 0.05 -0.77 -0.51
Ge 0.9894 -7.5308 17.8182 1.83 0.96 1.49
C -0.4268 -6.2400 17.1407 0.31 -0.72 -1.14
C -1.5858 -6.0152 18.1172 -0.14 -0.08 1.70
C -2.5391 -7.2086 18.3340 0.78 -0.47 -0.93
C -3.6864 -6.8598 19.2550 0.28 0.24 1.34
H 1.2866 -9.9093 21.4519 -0.14 -0.22 0.12
H 0.7405 -8.9672 20.0883 -0.50 -0.13 -0.50
H 0.4479 -8.3184 21.7336 0.35 -0.67 -0.42
H 3.1673 -8.7215 20.3104 -0.53 0.51 0.58
H 3.0372 -8.2821 21.9981 -0.66 0.63 -0.78
H 3.3012 -6.1775 20.8887 -0.69 -0.27 -0.40
H 1.5548 -6.2586 21.0935 -0.06 0.23 -0.28
H 3.2103 -7.0107 18.6342 -0.16 0.11 -0.06
H 2.3530 -5.4583 18.7018 -0.59 -0.68 0.31
H 1.8698 -8.8129 17.2664 -1.36 0.80 0.15
H -0.8197 -6.6010 16.1908 -0.21 -0.12 -0.07
H 0.0907 -5.2864 16.9133 0.12 -0.26 0.40
H -2.1771 -5.1603 17.8028 -0.01 0.10 -0.65
H -1.2140 -5.6494 19.0827 0.24 -0.27 0.00
H -2.0061 -8.1110 18.7221 -0.03 0.51 -0.22
H -2.8749 -7.4607 17.3079 -0.21 -0.22 0.56
H -3.2952 -6.5822 20.2887 -0.50 -0.10 -1.32
H -4.3973 -7.6734 19.4312 0.27 0.00 -0.29
H -4.2417 -6.0334 18.8210 -0.13 0.22 0.23
O 1.7938 -10.9693 14.8105 -0.66 1.18 -1.58
P 1.4281 -10.7421 13.3535 1.87 -2.22 0.20
C -0.0661 -11.5020 12.8614 -1.71 -0.21 0.54
C -1.0083 -11.7000 13.8930 0.09 0.07 -0.27
C -2.2942 -12.1283 13.5843 -1.05 -0.73 0.32
C -2.6503 -12.4719 12.2822 0.33 0.00 -0.38
C -1.6641 -12.3559 11.2909 -1.28 -0.28 -0.91
C -0.4315 -11.8208 11.5486 0.80 0.22 0.26
C 2.7086 -11.3500 12.2014 0.28 0.25 -0.19
C 2.8231 -10.8243 10.9016 -0.30 0.62 0.73
C 3.7810 -11.2077 9.9943 0.46 -0.53 -0.20
C 4.6667 -12.2363 10.3575 -0.89 0.01 0.29
C 4.5020 -12.8471 11.6136 0.47 0.28 -0.06
C 3.5908 -12.3575 12.5685 0.27 -0.66 0.43
C 1.3010 -9.0133 12.8362 -0.40 -0.02 0.66
C 0.1384 -8.2908 12.5212 1.19 0.92 0.40
C 0.2426 -6.8883 12.4964 -1.41 0.91 -1.30
C 1.3887 -6.2119 12.9149 -1.51 -0.38 0.00
C 2.4571 -6.9610 13.4452 3.60 -0.67 -3.27
C 2.4784 -8.3724 13.1364 0.47 0.68 0.98
H -0.7111 -11.5356 14.9287 -0.08 0.03 -0.26
H -3.0689 -12.3160 14.3521 0.78 0.37 -0.25
H -3.6689 -12.8376 12.0314 0.94 0.27 0.28
H -1.8693 -12.6534 10.2515 -0.09 0.14 0.60
H 0.2504 -11.6826 10.7144 0.08 -0.06 0.21
H 2.2063 -9.9789 10.6655 -0.44 0.21 -0.40
H 3.8138 -10.7337 9.0034 0.14 -0.23 0.56
H 5.4214 -12.5480 9.6381 -0.11 -0.17 0.35
H 5.1380 -13.6914 11.8807 -0.08 0.31 -0.02
H 3.5986 -12.7604 13.6114 -0.15 0.26 -1.11
H -0.7787 -8.8046 12.2962 -0.26 -0.08 -0.13
H -0.5778 -6.2566 12.0461 0.85 -0.93 0.70
H 1.4708 -5.1478 12.8385 -0.09 0.46 -0.01
H 3.4456 -6.4507 13.5118 -0.59 -0.35 -0.14
H 3.4087 -8.9582 13.1993 -0.43 0.37 0.35
```
Positions in Å, forces in eV/Å.

Properties
**Electronic energy**: -99038.71892 eV
**LUMO level**: -9.867 eV
**Frontier orbital gap**: 3.9 eV
**HOMO**: -13.775 eV
**Total charge**: +2


Which of these has the lowest electronic energy? C57H66BBrI2N19O3RbS2


What is the electronic energy in the third record? -104366.13811 eV